Record 1
{"formula": "C41H33F6N4O6S2Sb2Sn", "method": "the ωB97M-V functional and the def2-TZVPD basis", "species": ["Sn", "C", "C", "C", "Sb", "C", "C", "C", "C", "C", "C", "C", "C", "C", "C", "C", "C", "Sb", "C", "C", "C", "C", "C", "C", "C", "C", "C", "C", "C", "C", "H", "H", "H", "H", "H", "H", "H", "H", "H", "H", "H", "H", "H", "H", "H", "H", "H", "H", "H", "H", "H", "H", "H", "H", "H", "H", "O", "N", "O", "C", "C", "C", "C", "C", "C", "N", "C", "C", "N", "C", "C", "C", "C", "H", "H", "H", "H", "H", "H", "H", "F", "C", "F", "F", "S", "O", "O", "N", "S", "O", "O", "C", "F", "F", "F"], "xyz": [[0.640, -0.006, -1.926], [-3.881, -0.097, 2.654], [-3.042, -0.854, 3.674], [-1.784, -0.185, 4.130], [-0.082, -0.895, 3.020], [1.357, -0.087, 4.518], [2.040, -0.761, 5.486], [2.920, -0.014, 6.376], [3.131, 1.312, 6.230], [2.426, 1.967, 5.212], [1.534, 1.297, 4.396], [-0.125, -3.097, 3.531], [-0.392, -3.586, 4.837], [0.320, -4.696, 5.326], [1.274, -5.327, 4.526], [1.580, -4.813, 3.280], [0.736, -3.822, 2.749], [-2.616, 0.411, 0.941], [-3.281, -1.246, -0.409], [-3.416, -1.004, -1.779], [-3.972, -1.937, -2.638], [-4.514, -3.136, -2.125], [-4.466, -3.342, -0.776], [-3.891, -2.385, 0.090], [-4.066, 1.772, 0.060], [-3.703, 2.516, -1.071], [-4.671, 3.292, -1.745], [-5.933, 3.429, -1.178], [-6.329, 2.593, -0.140], [-5.438, 1.726, 0.395], [-4.239, 0.861, 3.051], [-4.743, -0.690, 2.378], [-2.827, -1.818, 3.202], [-3.654, -1.266, 4.558], [-1.475, -0.486, 5.137], [-1.911, 0.926, 4.076], [1.936, -1.822, 5.707], [3.357, -0.567, 7.189], [3.751, 1.936, 6.910], [2.596, 3.048, 5.060], [0.889, 1.891, 3.731], [-1.071, -3.088, 5.540], [0.091, -5.067, 6.306], [1.871, -6.125, 4.893], [2.421, -5.168, 2.673], [0.903, -3.541, 1.711], [-3.007, -0.066, -2.188], [-4.053, -1.674, -3.740], [-4.987, -3.879, -2.773], [-4.930, -4.228, -0.354], [-3.858, -2.619, 1.130], [-2.685, 2.403, -1.487], [-4.367, 3.853, -2.678], [-6.635, 4.126, -1.619], [-7.311, 2.669, 0.248], [-5.798, 1.059, 1.211], [7.928, 0.284, -2.346], [7.377, 1.399, -2.050], [7.968, 2.357, -1.486], [5.929, 1.539, -2.217], [5.448, 2.778, -1.953], [4.081, 3.048, -1.787], [3.576, 4.283, -1.285], [2.251, 4.296, -0.876], [1.454, 3.136, -0.914], [1.903, 1.998, -1.432], [3.176, 1.913, -1.933], [3.729, 0.618, -2.255], [2.795, -0.425, -2.252], [3.279, -1.665, -2.166], [4.620, -1.944, -2.311], [5.511, -0.966, -2.515], [5.099, 0.382, -2.395], [6.151, 3.605, -1.831], [4.275, 5.154, -1.132], [1.883, 5.168, -0.356], [0.425, 3.150, -0.646], [2.499, -2.424, -2.083], [4.976, -2.974, -2.293], [6.580, -1.269, -2.600], [-2.113, 2.297, -6.356], [-2.323, 2.158, -5.003], [-2.674, 3.358, -4.516], [-3.307, 1.295, -4.823], [-0.565, 1.869, -4.040], [0.292, 2.798, -4.811], [-0.790, 2.068, -2.569], [0.089, 0.405, -4.001], [-0.224, -0.826, -5.104], [-1.030, -0.257, -6.149], [-0.581, -2.004, -4.345], [1.598, -1.419, -5.578], [2.582, -0.518, -5.623], [1.502, -1.964, -6.796], [2.003, -2.391, -4.685]], "mol_weight_g_mol": 1218.1, "total_charge": 1, "e_tot_ha": -4342.515098, "orbital_gap_ev": 5.1050, "homo_ev": -9.9}

=====

Record 2
{"formula": "C41H33IIrN11O2P", "method": "the ωB97M-V functional and the def2-TZVPD basis", "species": ["Ir", "C", "C", "N", "C", "C", "N", "C", "C", "C", "C", "C", "N", "C", "C", "N", "C", "C", "N", "C", "C", "C", "N", "C", "C", "H", "H", "H", "H", "H", "H", "H", "H", "H", "H", "H", "H", "N", "N", "C", "N", "N", "N", "O", "O", "H", "H", "H", "H", "H", "I", "C", "C", "C", "C", "C", "C", "C", "C", "C", "P", "C", "C", "C", "C", "C", "C", "C", "C", "C", "C", "C", "C", "C", "H", "H", "H", "H", "H", "H", "H", "H", "H", "H", "H", "H", "H", "H", "H", "H"], "xyz": [[0.969, 0.066, 1.536], [-3.150, 0.121, 3.062], [-1.978, -0.336, 2.473], [-0.909, 0.449, 2.352], [-1.000, 1.709, 2.854], [-2.189, 2.136, 3.425], [-3.262, 1.360, 3.517], [0.230, 2.531, 2.804], [0.419, 3.780, 3.354], [1.682, 4.387, 3.273], [2.724, 3.685, 2.654], [2.486, 2.429, 2.133], [1.253, 1.904, 2.197], [3.488, 1.494, 1.579], [4.831, 1.803, 1.442], [5.731, 0.913, 1.036], [5.298, -0.308, 0.775], [3.951, -0.646, 0.881], [3.044, 0.246, 1.269], [1.916, 5.719, 3.855], [2.820, 6.602, 3.269], [3.000, 7.849, 3.850], [2.363, 8.236, 4.949], [1.514, 7.388, 5.518], [1.247, 6.125, 5.007], [-4.005, -0.535, 3.164], [-1.908, -1.348, 2.101], [-2.279, 3.140, 3.821], [-0.387, 4.300, 3.850], [3.717, 4.111, 2.639], [5.200, 2.795, 1.668], [6.026, -1.049, 0.469], [3.605, -1.642, 0.649], [3.353, 6.357, 2.359], [3.683, 8.565, 3.410], [1.026, 7.727, 6.423], [0.569, 5.471, 5.539], [0.700, -1.990, 0.922], [1.303, -2.208, -0.345], [1.204, -1.183, -1.265], [1.611, -1.456, -2.507], [0.735, -0.046, -0.805], [0.865, 1.065, -1.600], [-0.032, 2.053, -1.249], [1.662, 1.212, -2.543], [1.131, -2.631, 1.585], [-0.288, -2.238, 0.861], [1.254, -3.157, -0.693], [2.044, -2.341, -2.719], [1.790, -0.672, -3.122], [-2.539, -1.616, -4.265], [-3.985, -0.821, -5.490], [-4.592, -1.764, -6.345], [-5.471, -1.376, -7.327], [-5.751, -0.014, -7.490], [-5.181, 0.957, -6.640], [-5.500, 2.304, -6.860], [-4.981, 3.298, -6.041], [-4.168, 2.935, -4.984], [-3.829, 1.597, -4.726], [-2.867, 1.366, -3.183], [-3.882, 1.982, -1.870], [-5.280, 1.921, -2.017], [-6.106, 2.409, -1.024], [-5.556, 2.963, 0.127], [-4.176, 2.981, 0.302], [-3.335, 2.469, -0.667], [-1.282, 2.157, -3.445], [-0.500, 2.892, -2.389], [0.624, 3.700, -2.957], [0.997, 3.662, -4.270], [0.322, 2.841, -5.166], [-0.819, 2.123, -4.735], [-4.299, 0.575, -5.575], [-4.341, -2.811, -6.234], [-5.928, -2.107, -7.981], [-6.422, 0.304, -8.278], [-6.158, 2.564, -7.681], [-5.223, 4.337, -6.218], [-3.790, 3.708, -4.324], [-5.725, 1.511, -2.915], [-7.180, 2.374, -1.149], [-6.204, 3.375, 0.889], [-3.755, 3.411, 1.200], [-2.270, 2.444, -0.488], [-1.130, 3.577, -1.818], [1.137, 4.346, -2.256], [1.826, 4.268, -4.609], [0.629, 2.772, -6.200], [-1.362, 1.567, -5.493]], "mol_weight_g_mol": 1061.9, "total_charge": 4, "e_tot_ha": -3076.774287, "multiplicity": 6, "orbital_gap_ev": [6.0402, 3.2676], "homo_ev": [-16.7, -16.7]}

=====

Record 3
{"formula": "C41H33N3O2SbSe4TcTe", "method": "the ωB97M-V functional and the def2-TZVPD basis", "species": ["Tc", "C", "C", "C", "C", "C", "O", "C", "C", "C", "C", "C", "C", "C", "O", "C", "C", "C", "N", "C", "C", "Te", "C", "C", "C", "C", "C", "C", "C", "C", "C", "C", "C", "C", "H", "H", "H", "H", "H", "H", "H", "H", "H", "H", "H", "H", "H", "H", "H", "H", "H", "H", "H", "H", "H", "H", "H", "H", "C", "C", "C", "C", "C", "C", "N", "N", "C", "C", "C", "C", "C", "C", "H", "H", "H", "H", "H", "H", "H", "H", "H", "Se", "Sb", "Se", "Se", "Se"], "xyz": [[-1.799, -1.046, -0.086], [4.191, 2.872, 0.854], [3.062, 1.909, 0.636], [3.241, 0.539, 0.835], [2.205, -0.367, 0.673], [2.345, -1.830, 1.000], [1.450, -2.377, 1.612], [3.570, -2.546, 0.579], [4.344, -2.123, -0.502], [5.451, -2.859, -0.892], [5.797, -4.008, -0.194], [5.030, -4.432, 0.884], [3.914, -3.711, 1.265], [0.959, 0.141, 0.283], [-0.028, -0.713, 0.058], [0.729, 1.508, 0.067], [1.810, 2.375, 0.252], [-0.582, 2.016, -0.346], [-1.622, 1.251, -0.447], [-2.884, 1.846, -0.917], [-3.366, 1.257, -2.242], [-2.559, -0.664, -2.699], [-0.658, -0.067, -3.393], [-0.567, 1.003, -4.273], [0.677, 1.376, -4.762], [1.815, 0.678, -4.383], [1.710, -0.404, -3.521], [0.473, -0.782, -3.019], [-0.650, 3.479, -0.626], [-0.210, 3.978, -1.847], [-0.278, 5.342, -2.095], [-0.769, 6.203, -1.124], [-1.196, 5.704, 0.099], [-1.140, 4.341, 0.350], [5.138, 2.352, 0.981], [4.015, 3.473, 1.747], [4.286, 3.559, 0.013], [4.211, 0.173, 1.150], [4.077, -1.228, -1.050], [6.046, -2.536, -1.736], [6.668, -4.575, -0.491], [5.308, -5.326, 1.426], [3.302, -4.031, 2.098], [1.669, 3.437, 0.105], [-2.790, 2.922, -1.041], [-3.632, 1.664, -0.147], [-3.136, 1.895, -3.094], [-4.448, 1.107, -2.230], [-1.447, 1.544, -4.602], [0.752, 2.204, -5.456], [2.780, 0.968, -4.775], [2.593, -0.966, -3.243], [0.405, -1.634, -2.352], [0.187, 3.303, -2.597], [0.059, 5.734, -3.045], [-0.815, 7.266, -1.319], [-1.574, 6.377, 0.857], [-1.473, 3.949, 1.304], [-1.894, 0.769, 5.288], [-1.896, 1.314, 4.014], [-1.809, 0.486, 2.905], [-1.721, -0.889, 3.084], [-1.706, -1.448, 4.364], [-1.794, -0.608, 5.458], [-1.665, -1.723, 1.923], [-1.486, -2.940, 2.125], [-1.456, -3.705, 0.972], [-1.202, -5.065, 1.080], [-1.144, -5.815, -0.084], [-1.336, -5.202, -1.316], [-1.594, -3.837, -1.409], [-1.660, -3.047, -0.263], [-1.968, 1.414, 6.153], [-1.971, 2.385, 3.883], [-1.812, 0.907, 1.910], [-1.634, -2.517, 4.490], [-1.786, -1.030, 6.453], [-1.046, -5.510, 2.052], [-0.948, -6.877, -0.034], [-1.290, -5.797, -2.218], [-1.748, -3.413, -2.393], [-6.097, 2.390, 0.822], [-7.967, 1.101, 1.256], [-4.822, -0.712, 2.504], [-4.141, -0.992, 0.281], [-7.055, -1.158, 2.117]], "mol_weight_g_mol": 1262.9, "total_charge": 2, "e_tot_ha": -12091.200844, "orbital_gap_ev": [5.2137, 5.2119], "homo_ev": [-12.9, -12.9]}

=====

Record 4
{"formula": "C41H34AsF5N3O4S2Tl", "method": "the ωB97M-V functional and the def2-TZVPD basis", "species": ["Tl", "O", "C", "C", "C", "C", "C", "C", "C", "O", "N", "N", "C", "C", "C", "C", "C", "C", "N", "H", "H", "H", "H", "H", "H", "H", "H", "H", "H", "S", "C", "C", "C", "C", "C", "C", "As", "C", "C", "C", "C", "C", "C", "C", "C", "C", "C", "C", "C", "H", "H", "H", "H", "H", "H", "H", "H", "H", "H", "H", "H", "H", "H", "C", "O", "C", "C", "O", "C", "H", "H", "H", "H", "H", "H", "H", "H", "H", "H", "F", "C", "C", "F", "C", "F", "C", "S", "C", "F", "C", "F"], "xyz": [[0.662, 1.034, -0.754], [4.094, -3.186, 1.003], [3.771, -2.658, 2.213], [4.035, -3.367, 3.385], [3.674, -2.859, 4.620], [3.026, -1.634, 4.706], [2.753, -0.941, 3.540], [3.129, -1.421, 2.285], [2.690, -0.613, 1.103], [1.644, 0.072, 1.263], [3.442, -0.667, 0.008], [2.836, 0.033, -0.985], [3.367, -0.001, -2.142], [2.755, 0.760, -3.236], [3.094, 0.497, -4.557], [2.460, 1.199, -5.563], [1.525, 2.168, -5.224], [1.255, 2.380, -3.884], [1.850, 1.690, -2.910], [4.424, -4.080, 1.140], [4.523, -4.334, 3.315], [3.893, -3.428, 5.515], [2.725, -1.233, 5.664], [2.207, -0.007, 3.573], [4.255, -0.601, -2.324], [3.821, -0.273, -4.778], [2.685, 0.991, -6.601], [1.020, 2.754, -5.978], [0.541, 3.126, -3.559], [-0.859, 2.098, 0.808], [-0.795, 1.234, 2.369], [-0.528, 2.020, 3.487], [-0.540, 1.469, 4.759], [-0.826, 0.122, 4.926], [-1.096, -0.668, 3.816], [-1.090, -0.128, 2.537], [-1.119, -1.194, 0.922], [-1.202, -3.010, 1.629], [-0.015, -3.506, 2.170], [0.043, -4.789, 2.690], [-1.084, -5.602, 2.659], [-2.263, -5.119, 2.113], [-2.327, -3.827, 1.605], [-2.944, -0.974, 0.274], [-3.346, -1.777, -0.794], [-4.592, -1.606, -1.378], [-5.440, -0.605, -0.923], [-5.043, 0.205, 0.131], [-3.805, 0.017, 0.733], [-0.314, 3.073, 3.350], [-0.315, 2.090, 5.616], [-0.837, -0.317, 5.915], [-1.319, -1.719, 3.952], [0.871, -2.880, 2.195], [0.970, -5.153, 3.115], [-1.042, -6.606, 3.061], [-3.144, -5.748, 2.087], [-3.260, -3.460, 1.199], [-2.680, -2.549, -1.167], [-4.900, -2.252, -2.192], [-6.408, -0.461, -1.385], [-5.700, 0.987, 0.491], [-3.511, 0.646, 1.564], [-1.178, 4.655, -1.562], [0.102, 4.043, -1.509], [0.976, 4.761, -0.654], [2.347, 4.138, -0.706], [2.453, 2.901, -0.013], [2.605, 3.064, 1.394], [-1.085, 5.692, -1.900], [-1.656, 4.638, -0.578], [-1.787, 4.095, -2.267], [0.575, 4.751, 0.367], [1.047, 5.805, -0.987], [3.078, 4.847, -0.303], [2.608, 3.919, -1.743], [3.454, 3.724, 1.598], [2.787, 2.080, 1.812], [1.697, 3.473, 1.845], [-4.787, 0.394, -5.407], [-3.666, 0.130, -4.733], [-3.108, -1.135, -4.765], [-3.698, -2.099, -5.475], [-1.956, -1.402, -4.049], [-1.474, -2.650, -4.096], [-1.308, -0.446, -3.272], [0.132, -0.896, -2.366], [-1.896, 0.815, -3.283], [-1.353, 1.835, -2.585], [-3.046, 1.112, -3.987], [-3.555, 2.347, -3.949]], "mol_weight_g_mol": 1071.2, "e_tot_ha": -5751.893140, "orbital_gap_ev": 6.8610, "homo_ev": -7.4}

=====

Record 5
{"formula": "C41H34CrN6OPS", "method": "the ωB97M-V functional and the def2-TZVPD basis", "species": ["Cr", "N", "C", "S", "N", "N", "C", "C", "C", "C", "C", "C", "C", "O", "H", "H", "H", "H", "H", "H", "H", "N", "C", "C", "C", "C", "C", "C", "P", "C", "C", "C", "C", "C", "C", "C", "C", "C", "C", "C", "C", "H", "H", "H", "H", "H", "H", "H", "H", "H", "H", "H", "H", "H", "H", "H", "H", "C", "C", "C", "C", "N", "C", "C", "H", "H", "H", "H", "H", "H", "H", "N", "C", "C", "C", "C", "C", "C", "C", "C", "C", "H", "H", "H", "H"], "xyz": [[0.420, -0.742, 0.070], [-1.645, -4.420, -0.461], [-0.716, -3.436, -0.550], [-1.157, -1.931, -1.312], [0.482, -3.656, -0.098], [1.280, -2.548, -0.351], [2.472, -2.771, -0.753], [3.427, -1.762, -1.140], [4.721, -2.178, -1.495], [5.669, -1.292, -1.948], [5.323, 0.056, -2.081], [4.061, 0.495, -1.751], [3.081, -0.393, -1.259], [1.909, 0.079, -0.930], [-2.607, -4.150, -0.550], [-1.428, -5.207, 0.127], [2.773, -3.813, -0.853], [4.962, -3.233, -1.410], [6.661, -1.635, -2.212], [6.052, 0.766, -2.454], [3.778, 1.534, -1.873], [0.188, 1.389, 0.822], [-0.814, 2.384, 0.527], [-1.277, 3.222, 1.533], [-2.223, 4.192, 1.247], [-2.702, 4.335, -0.048], [-2.248, 3.488, -1.045], [-1.304, 2.497, -0.772], [-0.816, 1.204, -1.966], [0.438, 1.990, -3.024], [1.130, 1.140, -3.888], [2.145, 1.629, -4.695], [2.496, 2.971, -4.629], [1.825, 3.820, -3.761], [0.796, 3.333, -2.963], [-2.300, 1.161, -3.040], [-3.451, 0.572, -2.511], [-4.612, 0.505, -3.262], [-4.637, 1.009, -4.556], [-3.495, 1.582, -5.094], [-2.331, 1.663, -4.339], [0.264, 1.273, 1.827], [1.085, 1.706, 0.458], [-0.897, 3.111, 2.542], [-2.585, 4.838, 2.037], [-3.440, 5.094, -0.275], [-2.647, 3.570, -2.049], [0.878, 0.085, -3.908], [2.675, 0.959, -5.359], [3.297, 3.353, -5.249], [2.098, 4.867, -3.705], [0.273, 4.004, -2.291], [-3.422, 0.154, -1.511], [-5.499, 0.047, -2.843], [-5.543, 0.948, -5.145], [-3.509, 1.973, -6.104], [-1.445, 2.118, -4.761], [4.797, -1.404, 4.801], [3.761, -1.196, 3.738], [2.701, -2.079, 3.565], [1.774, -1.864, 2.565], [1.844, -0.824, 1.728], [2.872, 0.018, 1.875], [3.831, -0.121, 2.858], [4.453, -2.106, 5.558], [5.052, -0.462, 5.287], [5.713, -1.804, 4.362], [2.593, -2.942, 4.209], [0.943, -2.541, 2.414], [2.937, 0.819, 1.150], [4.637, 0.598, 2.922], [-6.912, -2.597, 6.745], [-6.067, -2.384, 5.995], [-5.013, -2.118, 5.060], [-3.697, -2.451, 5.376], [-2.683, -2.191, 4.475], [-2.957, -1.598, 3.237], [-4.285, -1.270, 2.931], [-5.301, -1.525, 3.830], [-1.913, -1.334, 2.299], [-1.025, -1.132, 1.490], [-3.478, -2.911, 6.330], [-1.660, -2.446, 4.718], [-4.502, -0.813, 1.975], [-6.324, -1.269, 3.589]], "mol_weight_g_mol": 741.8, "e_tot_ha": -3770.597219, "multiplicity": 4, "orbital_gap_ev": [7.6969, 7.7880], "homo_ev": [-7.5, -7.7]}